11
Properties=species:S:1:pos:R:3:forces:R:3 method="wB97M-V/def2-TZVPD" homo_lumo_gap_ev=9.5 smiles=Nc1cn[nH]c1 charge=0 spin_multiplicity=1 molar_mass_da=83.1 e_tot_ev=-7661.06500 e_lumo_ev=1.04
N -0.052602 1.440228 1.149505 0.144 0.103 0.236
C 0.347244 0.433178 0.233414 -0.461 -0.268 -0.151
C 0.795622 -0.893087 0.455679 -0.107 -0.087 0.080
N 0.375658 -1.703632 -0.503648 0.264 0.124 -0.019
N -0.247223 -0.903970 -1.383744 -0.046 -0.136 -0.315
C -0.249462 0.396490 -0.998827 -0.155 -0.109 0.035
H 0.337622 1.301835 2.071809 0.285 0.083 -0.018
H -1.039243 1.217348 1.239654 0.025 0.627 0.395
H 1.400293 -1.269342 1.273985 -0.262 -0.017 -0.095
H -0.964460 -1.305131 -1.967226 0.480 -0.103 -0.316
H -0.690117 1.192504 -1.583897 -0.167 -0.217 0.168